# 1
This record from OMol25 describes a cluster of 2 separate species, C14H16O in total. The level of theory is ωB97M-V/def2-TZVPD.

## Properties
SMILES = Cc1ccc(O)cc1.Cc1ccccc1
largest force on an atom = 3.80 eV Å⁻¹
HOMO energy = -8.19 eV
calculated total energy = -618.26887 hartree
gap between HOMO and LUMO = 8.96 eV
net charge = 0

Last column: Löwdin charge in e.
Atoms and positions in Å:
C (-0.10171, 3.34917, 1.31698)  -0.06
C (-2.29032, 0.23851, 2.22742)  -0.06
C (-1.93472, 1.50047, 1.63114)  -0.04
C (-1.28349, -0.55260, 2.72237)  -0.11
C (-0.67024, 2.02562, 1.71775)  -0.29
C (0.04215, -0.09546, 2.73687)  -0.12
C (0.34131, 1.12788, 2.22327)  -0.09
H (-3.30311, -0.05026, 1.98885)  0.10
H (-2.72779, 2.08991, 1.20713)  0.10
H (-1.50833, -1.40116, 3.34520)  0.10
H (0.74707, -0.89356, 3.03068)  0.12
H (-0.77704, 3.69532, 0.49246)  0.09
H (0.90761, 3.42958, 0.95794)  0.07
H (1.38039, 1.47354, 2.29440)  0.12
H (-0.19190, 4.02742, 2.16426)  0.08
C (0.50164, 1.70470, -2.63137)  -0.06
C (0.62195, -0.01486, -0.88284)  -0.03
C (0.67770, 0.26695, -2.24592)  -0.28
C (0.78280, -1.30458, -0.37813)  0.00
C (0.88006, -2.33946, -1.31480)  -0.32
C (0.91400, -0.77091, -3.12803)  -0.04
C (0.87046, -2.11094, -2.68333)  -0.01
O (0.64458, -3.64337, -0.96281)  0.03
H (0.44846, 0.73049, -0.11790)  0.08
H (0.71102, -1.51656, 0.67460)  0.09
H (-0.26212, 2.12625, -1.95627)  0.07
H (0.04757, 1.80367, -3.60568)  0.06
H (1.03317, -0.58389, -4.17994)  0.11
H (0.46419, -3.77140, -0.02516)  0.10
H (0.87948, -2.85117, -3.47699)  0.11
H (1.27487, 2.49363, -2.63173)  0.08

Cartesian forces (eV/Å) of the 6 atoms listed first:
-2.717 0.945 -1.011
0.888 1.593 -2.057
-0.498 -0.273 0.819
-0.500 0.513 1.115
2.974 -2.192 0.888
-0.531 -1.599 -0.255

=====

# 2
This record from OMol25 describes a cluster of 2 separate species, C4H8O in total. The level of theory is ωB97M-V/def2-TZVPD.

## Properties
SMILES = C=C1CO1.C
largest force on an atom = 2.00 eV Å⁻¹
HOMO energy = -8.82 eV
calculated total energy = -232.31192 hartree
gap between HOMO and LUMO = 9.83 eV
net charge = 0

Last column: Löwdin charge in e.
Atoms and positions in Å:
C (1.66568, 0.19320, -0.39883)  0.03
C (0.67675, -0.58154, 0.00869)  -0.47
C (-1.22836, 1.02164, -0.45670)  -0.05
C (-0.00341, -1.28771, 1.04832)  -0.03
O (-0.19761, -1.52221, -0.38825)  0.04
H (2.36474, 0.50922, 0.35737)  0.07
H (1.83149, 0.41673, -1.44475)  0.08
H (-0.14267, 0.97248, -0.24039)  -0.01
H (-1.90029, 0.54871, 0.27288)  0.04
H (-1.43488, 0.59259, -1.44377)  0.05
H (-1.35483, 2.09143, -0.44479)  0.02
H (0.63423, -1.98705, 1.57024)  0.11
H (-0.91084, -0.96748, 1.55996)  0.11

Cartesian forces (eV/Å) of the 6 atoms listed first:
0.525 -0.979 -0.096
1.550 -0.927 0.304
-0.171 0.743 -0.132
0.231 -0.237 0.390
0.062 0.178 -0.209
-0.089 0.489 0.011

=====

# 3
This record from OMol25 describes a cluster of 2 separate species, C4H7O4S in total. The level of theory is ωB97M-V/def2-TZVPD.

## Properties
largest force on an atom = 3.08 eV Å⁻¹
HOMO energy = -5.28 eV
calculated total energy = -855.72550 hartree
gap between HOMO and LUMO = 8.89 eV
net charge = -1

Last column: Löwdin charge in e.
Atoms and positions in Å:
C (-1.43143, 0.57602, -1.53740)  -0.08
C (0.01211, 0.56328, -1.08109)  -0.33
C (1.66855, 1.74518, 0.17399)  -0.02
C (0.90485, 1.73555, -0.90825)  -0.15
O (-0.36058, -2.59798, 3.34597)  -0.46
O (0.25979, -1.15885, 1.44751)  -0.45
O (-1.97084, -2.30349, 1.53878)  -0.44
O (-0.35350, 0.26144, -2.41806)  -0.08
S (-0.57170, -2.27174, 1.93033)  0.37
H (-2.01898, -0.16779, -0.97153)  0.12
H (-1.76358, 1.55808, -1.74172)  0.09
H (0.49027, -0.21965, -0.56106)  0.09
H (0.06120, -3.50683, 1.30247)  0.06
H (2.43033, 2.56772, 0.44413)  0.07
H (1.69541, 0.84975, 0.90327)  0.08
H (0.94810, 2.36930, -1.86736)  0.13

Cartesian forces (eV/Å) of the 6 atoms listed first:
2.373 -0.316 1.934
0.019 1.027 -1.097
2.044 0.397 1.653
-0.433 0.323 -1.669
-0.127 0.475 -0.571
-0.806 -0.524 0.074

=====

# 4
This record from OMol25 describes an isolated molecule of C12H23NO2. The level of theory is ωB97M-V/def2-TZVPD.

## Properties
largest force on an atom = 4.77 eV Å⁻¹
HOMO energy (alpha / beta) = -7.50 / -7.69 eV
calculated total energy = -676.08638 hartree
gap between HOMO and LUMO (alpha / beta) = 8.03 / 8.45 eV
net charge = 0

Last column: Löwdin charge in e.
Atoms and positions in Å:
C (-2.23648, -0.71387, 0.66745)  -0.56
C (-1.87335, 0.91718, -1.17562)  -0.15
C (0.11100, -0.31375, 0.38211)  -0.10
C (-2.37940, 2.31587, -1.26121)  -0.06
C (1.35303, -1.13402, -1.68286)  -0.01
C (-0.60681, -2.45802, -0.86238)  -0.03
C (1.59848, -2.45633, 0.50388)  -0.03
C (-0.07945, 1.86960, 1.47402)  -0.06
C (1.62472, 1.71219, -0.18535)  -0.04
C (1.97249, 0.42882, 1.96999)  -0.01
C (0.59538, -1.61447, -0.35782)  -0.42
C (0.91824, 0.90773, 0.89068)  -0.49
N (-2.57524, -0.08257, -0.56801)  0.07
O (-3.08098, -1.33790, 1.23334)  0.13
O (-1.01210, -0.51155, 1.14092)  0.05
H (-1.26346, 0.60157, -1.95076)  0.07
H (-2.15939, 2.77837, -2.21571)  0.08
H (-1.97681, 2.87673, -0.50654)  0.02
H (-3.42477, 2.35703, -1.03599)  0.08
H (2.31839, -1.63248, -1.69945)  0.08
H (1.45282, -0.05667, -1.57821)  0.03
H (0.69485, -1.31506, -2.57046)  0.09
H (-0.77465, -3.29974, -0.23660)  0.08
H (-1.49840, -1.93367, -0.81691)  0.03
H (-0.67175, -2.86187, -1.87221)  0.09
H (0.99005, -3.00561, 1.27863)  0.11
H (2.47927, -1.78636, 0.77612)  0.09
H (1.96389, -3.17059, -0.16055)  0.05
H (-0.73481, 2.46937, 0.93280)  0.04
H (0.40332, 2.59448, 2.17177)  0.11
H (-0.66040, 1.26029, 2.20497)  0.11
H (0.95394, 1.61335, -0.99885)  0.07
H (1.71924, 2.63591, 0.20558)  0.05
H (2.60631, 1.27365, -0.33998)  0.09
H (1.58143, 0.48228, 3.03513)  0.11
H (2.88429, 1.01160, 1.89379)  0.08
H (2.34322, -0.54269, 1.74872)  0.02
H (-3.55612, 0.12118, -0.43440)  0.14

Cartesian forces (eV/Å) of the 6 atoms listed first:
-0.752 0.484 -1.022
0.596 0.651 -0.071
-0.348 -0.021 -1.284
-0.560 -1.623 -1.089
-1.270 0.257 0.971
0.883 -0.699 0.601

=====

# 5
This record from OMol25 describes a structure of composition C48H52FN3O7PSY. The level of theory is ωB97M-V/def2-TZVPD.

## Properties
largest force on an atom = 1.65 eV Å⁻¹
HOMO energy = -7.80 eV
calculated total energy = -3429.17658 hartree
gap between HOMO and LUMO = 7.34 eV
net charge = 0

Last column: Löwdin charge in e.
Atoms and positions in Å:
Y (-0.58644, 0.00133, 0.84090)  1.54
C (-2.46600, 1.36754, 1.35162)  -0.26
C (-1.51199, 2.45475, 1.40581)  -0.22
C (-1.62091, 3.14876, 0.17545)  -0.12
C (-2.63444, 2.49519, -0.58748)  -0.02
C (-3.19875, 1.45755, 0.14523)  -0.23
C (-4.38516, 0.59990, -0.25104)  -0.56
C (-5.02966, 1.13735, -1.52778)  -0.06
C (-3.92378, -0.83053, -0.51762)  -0.06
C (-5.42036, 0.60295, 0.87740)  -0.04
C (-0.89751, 4.37618, -0.39215)  -0.52
C (-1.35103, 5.65464, 0.33169)  -0.04
C (0.63171, 4.22542, -0.36333)  -0.02
C (-1.30310, 4.57927, -1.85725)  -0.07
C (-0.99413, 2.83563, 2.81101)  -0.52
C (0.26162, 3.70505, 2.92023)  -0.05
C (-2.13638, 3.55850, 3.54783)  -0.03
C (-0.66020, 1.55440, 3.58989)  -0.06
H (-2.88877, 0.93545, 2.25000)  0.10
H (-2.94502, 2.78428, -1.58175)  0.10
H (-4.35574, 1.04526, -2.38449)  0.09
H (-5.30308, 2.19004, -1.42392)  0.09
H (-5.93725, 0.57113, -1.75231)  0.08
H (-3.06327, -0.80042, -1.18595)  0.05
H (-4.69891, -1.41829, -1.02280)  0.10
H (-3.64965, -1.34555, 0.40479)  0.06
H (-5.74156, 1.62267, 1.10632)  0.09
H (-5.00971, 0.16112, 1.78833)  0.08
H (-6.30118, 0.02120, 0.58733)  0.09
H (-1.11937, 5.66016, 1.39055)  0.05
H (-2.43322, 5.77652, 0.23363)  0.09
H (-0.87200, 6.52880, -0.12013)  0.09
H (1.04910, 4.32971, 0.63117)  0.06
H (1.09452, 4.98477, -1.00234)  0.09
H (0.93385, 3.24486, -0.73814)  0.08
H (-2.37190, 4.78066, -1.96231)  0.09
H (-1.06387, 3.70752, -2.46380)  0.05
H (-0.76189, 5.43748, -2.26230)  0.09
H (0.12458, 4.69436, 2.49992)  0.06
H (1.12524, 3.23864, 2.45099)  0.05
H (0.49085, 3.84515, 3.98159)  0.09
H (-2.42131, 4.46466, 3.00689)  0.08
H (-1.82650, 3.84642, 4.55873)  0.09
H (-3.02235, 2.92265, 3.62615)  0.08
H (0.05235, 0.90461, 3.06114)  0.05
H (-1.54245, 0.96752, 3.84823)  0.09
H (-0.14452, 1.82424, 4.51187)  0.10
C (-2.37643, -3.61380, -4.66636)  -0.08
C (-1.24715, -2.94445, -5.12741)  -0.07
C (-0.47086, -2.19921, -4.25470)  -0.07
C (-0.81948, -2.10456, -2.90745)  -0.36
C (-1.93966, -2.79500, -2.45224)  -0.13
C (-2.71716, -3.54805, -3.32479)  -0.07
P (0.22043, -1.18240, -1.71395)  1.07
C (1.52879, -2.41780, -1.36021)  -0.34
C (1.20132, -3.77476, -1.34712)  -0.08
C (2.16106, -4.72705, -1.03459)  -0.08
C (3.45730, -4.33833, -0.72825)  -0.08
C (3.78872, -2.99119, -0.72405)  -0.07
C (2.82808, -2.03876, -1.03113)  -0.12
C (0.98257, 0.10232, -2.76515)  -0.37
C (2.16706, -0.10132, -3.47083)  -0.10
C (2.63489, 0.85872, -4.35536)  -0.07
C (1.91407, 2.02475, -4.55976)  -0.07
C (0.72872, 2.23269, -3.87107)  -0.07
C (0.26685, 1.28242, -2.96936)  -0.09
H (-2.98379, -4.19021, -5.35323)  0.11
H (-0.96784, -3.00600, -6.17202)  0.11
H (0.40634, -1.68438, -4.63076)  0.10
H (-2.19416, -2.78206, -1.40166)  0.09
H (-3.58392, -4.08026, -2.95188)  0.11
H (0.19816, -4.09766, -1.59124)  0.10
H (1.89219, -5.77558, -1.02666)  0.11
H (4.20598, -5.08286, -0.48445)  0.11
H (4.79260, -2.67469, -0.46742)  0.11
H (3.08778, -0.98989, -1.01114)  0.09
H (2.72381, -1.01942, -3.35016)  0.10
H (3.56014, 0.68709, -4.89011)  0.11
H (2.27458, 2.77215, -5.25492)  0.11
H (0.16861, 3.14216, -4.03401)  0.10
H (-0.65880, 1.46763, -2.43053)  0.09
O (1.94313, -3.44689, 2.01282)  -0.26
S (1.25059, -2.64121, 2.97132)  0.65
O (2.01420, -1.78623, 3.84059)  -0.28
N (0.05826, -1.76898, 2.24637)  -0.16
C (-1.17786, -2.14567, 2.65771)  -0.51
O (-2.18362, -1.60084, 2.17585)  -0.03
C (-1.16323, -3.22092, 3.67873)  -0.13
C (-2.23054, -3.78199, 4.35138)  0.01
C (-1.94931, -4.75648, 5.29940)  -0.05
C (-0.63363, -5.14589, 5.55888)  -0.05
C (0.43839, -4.57416, 4.88340)  -0.02
C (0.13560, -3.61170, 3.93986)  -0.21
H (-3.24333, -3.46392, 4.13792)  0.13
H (-2.75927, -5.21751, 5.85040)  0.11
H (-0.44237, -5.90586, 6.30573)  0.11
H (1.45961, -4.87106, 5.08600)  0.13
F (4.39918, 1.16607, 5.94827)  0.09
C (4.88928, 0.87436, 4.73826)  -0.19
C (4.09052, 0.51904, 3.73994)  0.05
N (4.56998, 0.20979, 2.47911)  0.03
C (3.65775, -0.16690, 1.41398)  -0.05
C (2.54264, 0.84062, 1.20651)  -0.56
O (2.64031, 1.96481, 1.64126)  0.09
O (1.51155, 0.39035, 0.51630)  -0.24
C (5.92016, 0.24523, 2.19648)  -0.46
O (6.39089, -0.03714, 1.11130)  0.07
N (6.71175, 0.62972, 3.26100)  0.22
C (6.32694, 0.96304, 4.56328)  -0.40
O (7.13526, 1.27524, 5.40572)  0.10
H (3.02257, 0.44435, 3.88521)  0.13
H (3.26307, -1.17226, 1.56573)  0.11
H (4.25528, -0.18505, 0.50442)  0.12
H (7.70216, 0.66171, 3.07085)  0.17

Cartesian forces (eV/Å) of the 6 atoms listed first:
0.074 0.025 -0.422
-1.133 1.003 0.668
-0.054 0.149 0.437
0.323 -0.239 -0.320
0.238 -0.027 -0.053
0.238 -0.406 -0.095

=====

# 6
This record from OMol25 describes an isolated molecule of C4H11NO3S2. The level of theory is ωB97M-V/def2-TZVPD.

## Properties
SMILES = C[C@@H](O[S@](=O)(O)=S)N(C)C
largest force on an atom = 4.28 eV Å⁻¹
HOMO energy = -9.25 eV
calculated total energy = -1235.76406 hartree
gap between HOMO and LUMO = 9.85 eV
net charge = 0

Last column: Löwdin charge in e.
Atoms and positions in Å:
C (0.72478, 0.57380, 1.45598)  -0.09
C (0.49176, 1.34275, -1.21931)  -0.05
C (1.23987, -0.82275, -2.01509)  -0.05
C (0.73182, -0.48891, 0.35808)  -0.34
N (1.04082, 0.03703, -0.87725)  -0.26
O (-0.69254, -1.08040, 0.33037)  -0.28
O (-2.52433, 0.68704, 0.87448)  -0.22
O (-2.97742, -1.73398, 0.77887)  -0.36
S (-1.58518, -0.93248, 3.16647)  0.38
S (-1.93478, -0.85607, 1.29031)  0.33
H (0.56465, 0.11164, 2.45881)  0.03
H (1.72504, 1.04521, 1.53098)  0.11
H (0.07576, 1.35392, 1.22681)  0.03
H (-0.41146, 1.27929, -1.89536)  0.11
H (0.47818, 1.84260, -0.21441)  0.08
H (1.23327, 1.78095, -1.98190)  0.11
H (0.32498, -1.17158, -2.32996)  0.05
H (1.80563, -0.26590, -2.76627)  0.09
H (1.76612, -1.73968, -1.48958)  0.14
H (1.32944, -1.35602, 0.63200)  0.16
H (-3.40644, 0.39356, 0.68597)  0.04

Cartesian forces (eV/Å) of the 6 atoms listed first:
2.623 -1.666 1.390
1.352 0.057 -1.221
2.579 -1.376 3.130
-0.135 1.340 0.912
-0.067 0.703 -0.154
-1.523 0.037 0.622

=====

Which formula does entry 6 have?
C4H11NO3S2